[1]
This record from the Open Molecules 2025 dataset describes C42H41MgNO3P2S as an isolated structure. The level of theory is the ωB97M-V functional and the def2-TZVPD basis.

Last column: Mulliken charge in e.
Geometry (Å):
Mg: 2.000 0.208 -2.493  0.989
C: 2.775 3.031 -4.506  0.091
C: 1.447 3.243 -4.396  -0.264
C: 0.464 2.875 -5.468  -0.796
C: 0.521 1.399 -5.928  -1.614
C: 0.925 0.392 -4.899  0.489
C: 2.208 0.048 -4.563  0.931
C: 3.410 0.631 -5.249  -0.858
C: 3.447 2.161 -5.502  -1.094
C: -1.032 -1.786 -0.121  -1.601
H: 3.454 3.610 -3.857  0.329
H: 1.070 3.943 -3.634  0.885
H: 0.608 3.517 -6.358  0.492
H: -0.557 3.115 -5.124  0.043
H: -0.501 1.144 -6.266  0.557
H: 1.153 1.313 -6.826  0.369
H: 0.078 -0.187 -4.521  -0.071
H: 2.401 -0.993 -4.235  0.133
H: 3.545 0.130 -6.223  0.347
H: 4.301 0.371 -4.660  0.335
H: 4.507 2.458 -5.457  0.407
H: 3.102 2.389 -6.520  0.344
H: -0.053 -1.531 0.294  0.190
H: -1.295 -2.810 0.173  0.517
H: -1.784 -1.076 0.252  0.346
P: 0.067 2.553 -1.089  0.925
P: -0.934 -1.618 -1.901  3.227
C: -0.127 1.164 -2.214  -0.131
C: -1.086 0.132 -2.261  -1.692
C: -1.107 3.888 -0.998  0.088
C: -1.585 4.439 -2.201  -0.446
C: -2.305 5.632 -2.172  -0.708
C: -2.577 6.238 -0.939  -0.515
C: -2.158 5.663 0.265  -0.687
C: -1.425 4.480 0.239  -0.610
C: 1.764 3.129 -1.149  0.236
C: 2.679 2.157 -1.666  0.484
C: 4.073 2.273 -1.408  -0.349
C: 4.554 3.557 -1.129  -0.583
C: 3.659 4.642 -1.031  -0.856
C: 2.257 4.445 -1.013  -0.202
C: -2.291 -2.592 -2.585  0.228
C: -3.576 -2.029 -2.454  -0.669
C: -4.707 -2.794 -2.752  -0.761
C: -4.565 -4.098 -3.243  -0.438
C: -3.290 -4.644 -3.425  -0.715
C: -2.149 -3.899 -3.101  -0.286
C: 0.589 -2.417 -2.455  -0.063
C: 1.615 -2.764 -1.551  -0.028
C: 2.764 -3.422 -1.993  -0.447
C: 2.924 -3.745 -3.339  -0.651
C: 1.911 -3.420 -4.247  -0.980
C: 0.752 -2.767 -3.814  -0.318
H: 0.323 1.513 -3.189  -0.457
H: -2.034 0.333 -2.766  0.251
H: -1.357 3.914 -3.132  0.330
H: -2.619 6.083 -3.115  0.412
H: -3.116 7.183 -0.920  0.363
H: -2.365 6.143 1.224  0.419
H: -1.069 4.033 1.166  0.164
H: 2.429 1.931 -2.740  -1.036
H: 4.735 1.416 -1.572  0.343
H: 5.632 3.703 -0.990  0.359
H: 4.055 5.656 -0.933  0.335
H: 1.567 5.296 -0.902  0.426
H: -3.675 -1.009 -2.067  0.365
H: -5.698 -2.371 -2.585  0.376
H: -5.451 -4.676 -3.504  0.375
H: -3.181 -5.665 -3.803  0.389
H: -1.158 -4.348 -3.220  0.270
H: 1.512 -2.535 -0.490  0.308
H: 3.528 -3.707 -1.268  0.481
H: 3.819 -4.273 -3.681  0.391
H: 2.019 -3.687 -5.300  0.443
H: -0.028 -2.523 -4.541  0.542
O: 3.471 -0.277 2.141  -0.694
S: 2.089 -0.641 1.985  1.228
O: 1.740 -2.030 1.782  -0.653
N: 1.439 0.269 0.665  0.156
C: 0.567 1.111 1.130  0.617
O: -0.228 1.893 0.373  -0.466
C: 0.302 1.133 2.543  -0.026
C: -0.721 1.850 3.182  -0.379
C: -1.058 1.481 4.474  -0.688
C: -0.378 0.420 5.097  -0.560
C: 0.652 -0.289 4.453  -0.812
C: 0.986 0.091 3.158  0.279
H: -1.218 2.652 2.638  0.341
H: -1.865 2.024 4.970  0.416
H: -0.670 0.158 6.108  0.376
H: 1.188 -1.104 4.942  0.461

- Relative energy (zero: lowest compared OMol25 entry of this formula, charge and spin): 45.4 kcal per mole
- Lowest unoccupied orbital energy (spin up / spin down): -0.27 / -0.26 eV
- Frontier orbital gap (spin up / spin down): 3.5 / 3.5 eV
- E_HOMO (spin up / spin down): -0.1394 / -0.1389 hartree
- Total charge: 0


[2]
This record from the Open Molecules 2025 dataset describes C42H41N8O3S2ScSeSi as an isolated structure. The level of theory is the ωB97M-V functional and the def2-TZVPD basis.

Last column: Mulliken charge in e.
Geometry (Å):
Sc: -0.309 0.873 -0.384  -1.538
O: -4.691 1.887 -0.150  -0.781
C: -5.215 0.878 -0.854  0.274
C: -6.608 0.850 -0.987  -0.652
C: -7.226 -0.161 -1.691  -0.313
C: -6.475 -1.177 -2.283  -0.806
C: -5.101 -1.153 -2.156  -0.670
C: -4.449 -0.138 -1.452  -0.054
C: -2.979 -0.149 -1.326  0.810
O: -2.413 0.790 -0.657  0.906
N: -2.308 -1.156 -1.856  -1.648
N: -0.999 -1.007 -1.506  1.870
C: -0.158 -1.930 -1.758  -1.574
C: 1.195 -1.747 -1.234  1.267
C: 2.181 -2.699 -1.385  -1.121
C: 3.438 -2.453 -0.850  -0.668
C: 3.657 -1.272 -0.176  -0.682
C: 2.609 -0.370 -0.063  -0.568
N: 1.411 -0.587 -0.590  2.418
H: -3.717 1.762 -0.116  0.232
H: -7.172 1.645 -0.518  0.443
H: -8.306 -0.163 -1.780  0.362
H: -6.961 -1.972 -2.833  0.398
H: -4.487 -1.925 -2.601  0.448
H: -0.442 -2.833 -2.292  0.290
H: 1.963 -3.615 -1.918  0.511
H: 4.230 -3.182 -0.956  0.515
H: 4.606 -1.045 0.284  0.522
H: 2.749 0.571 0.453  -0.441
S: 2.411 -1.676 3.076  -0.457
C: 0.983 -2.532 2.785  -0.005
N: 0.174 -2.478 1.749  0.143
C: -0.918 -3.309 1.893  -0.408
C: -1.956 -3.439 0.966  0.056
C: -3.015 -4.293 1.235  -0.739
C: -3.062 -5.029 2.417  -0.449
C: -2.039 -4.914 3.351  -0.462
C: -0.980 -4.059 3.085  0.334
S: 0.415 -3.682 4.042  -0.379
H: -1.946 -2.853 0.056  0.219
H: -3.824 -4.374 0.518  0.408
H: -3.901 -5.686 2.615  0.349
H: -2.074 -5.477 4.276  0.363
C: 6.299 -2.966 -3.798  -1.702
C: 5.319 -1.845 -3.561  0.809
C: 5.649 -0.747 -2.778  -1.005
C: 4.754 0.295 -2.554  0.541
C: 5.179 1.439 -1.677  -1.704
C: 3.468 0.266 -3.132  0.165
Se: 2.258 1.711 -2.805  -0.156
C: 3.127 -0.847 -3.926  0.996
C: 1.791 -0.985 -4.610  -1.415
C: 4.052 -1.869 -4.125  -0.635
H: 7.211 -2.815 -3.218  0.355
H: 6.582 -3.034 -4.852  0.392
H: 5.877 -3.933 -3.513  0.336
H: 6.631 -0.701 -2.315  0.193
H: 6.174 1.263 -1.263  0.389
H: 4.467 1.586 -0.861  0.207
H: 5.180 2.377 -2.237  0.370
H: 1.098 -0.217 -4.274  -0.190
H: 1.355 -1.968 -4.412  0.320
H: 1.905 -0.888 -5.694  0.513
H: 3.761 -2.717 -4.741  0.343
N: -0.877 2.365 -3.811  -0.386
C: -1.058 3.019 -2.633  0.450
O: -0.622 2.487 -1.569  0.891
C: -1.752 4.248 -2.596  0.568
C: -2.187 4.864 -3.790  -0.618
N: -2.541 5.369 -4.769  -0.689
C: -2.000 4.876 -1.348  -0.094
N: -2.198 5.400 -0.339  -0.736
H: -0.016 1.815 -3.825  -0.161
H: -1.053 2.903 -4.647  0.249
C: 1.319 3.868 0.326  -0.656
Si: 0.557 3.117 1.858  0.572
C: -0.217 4.539 2.811  -1.507
C: 1.960 2.455 2.918  -0.970
N: -0.500 1.800 1.422  1.034
C: -1.625 1.381 2.142  -0.221
C: -2.004 0.034 2.063  0.813
C: -3.129 -0.487 2.674  -0.267
C: -3.954 0.356 3.411  -0.878
C: -3.621 1.702 3.491  -0.868
C: -2.488 2.213 2.870  -0.263
H: 2.162 4.487 0.652  0.481
H: 0.597 4.502 -0.189  0.078
H: 1.720 3.160 -0.406  0.044
H: 0.562 5.298 2.942  0.337
H: -0.565 4.250 3.804  0.358
H: -1.035 4.997 2.249  0.368
H: 2.612 3.264 3.265  0.346
H: 2.573 1.739 2.365  0.190
H: 1.577 1.918 3.790  0.257
H: -1.362 -0.660 1.525  0.161
H: -3.350 -1.542 2.570  0.310
H: -4.843 -0.022 3.899  0.351
H: -4.265 2.383 4.037  0.356
H: -2.298 3.274 2.925  0.254

- Relative energy (zero: lowest compared OMol25 entry of this formula, charge and spin): 16.2 kcal per mole
- Lowest unoccupied orbital energy: 3.70 eV
- Frontier orbital gap: 6.2 eV
- E_HOMO: -0.0904 hartree
- Total charge: -2


[3]
This record from the Open Molecules 2025 dataset describes a 7-piece molecular cluster, C42H42F48N3O9PS overall. The level of theory is the ωB97M-V functional and the def2-TZVPD basis.

Last column: Mulliken charge in e.
Geometry (Å):
C: -3.407 -3.891 6.421  -0.608
C: -4.457 -4.163 5.493  -0.020
C: -5.497 -4.837 4.426  0.176
C: -5.177 -4.570 2.848  -0.476
N: -4.261 -5.621 2.215  -0.218
C: -2.867 -5.050 2.350  -0.529
O: -1.888 -5.941 2.512  -0.571
C: -2.823 -3.381 2.334  -0.283
N: -2.002 -2.665 1.309  0.487
C: -1.124 -3.526 0.457  -0.484
C: 0.281 -3.919 1.275  -0.729
O: -2.093 -3.125 3.584  -0.235
C: -1.826 -1.709 3.826  -0.052
C: -0.209 -1.313 3.660  -0.695
C: -4.487 -3.181 2.334  0.998
N: -4.941 -1.840 2.849  -0.517
C: -6.278 -1.798 3.146  0.301
S: -7.757 -1.852 4.053  -0.139
P: -5.082 -3.154 0.479  0.506
O: -6.647 -3.279 0.319  -0.703
H: -2.373 -3.619 6.952  0.335
H: -6.583 -4.447 4.721  0.298
H: -5.546 -6.018 4.572  -0.212
H: -6.217 -4.867 2.343  0.417
H: -4.553 -6.005 1.290  0.400
H: -2.501 -1.909 0.797  0.231
H: -1.629 -4.446 -0.058  0.254
H: -0.742 -2.835 -0.441  0.372
H: 0.775 -4.851 0.751  0.326
H: 0.076 -4.189 2.410  0.129
H: 1.003 -2.973 1.287  0.255
H: -2.052 -1.515 4.983  0.298
H: -2.494 -0.949 3.241  0.067
H: -0.009 -0.301 4.231  0.337
H: 0.090 -1.286 2.529  -0.068
H: 0.389 -2.190 4.184  0.279
H: -4.495 -4.317 -0.179  0.061
H: -4.646 -1.985 -0.238  0.088
F: -7.336 -10.098 5.395  -0.188
C: -7.186 -10.714 6.590  0.083
F: -7.921 -10.001 7.483  -0.281
C: -5.725 -10.784 7.033  0.866
F: -5.215 -9.545 7.266  -0.263
F: -5.683 -11.432 8.240  -0.333
C: -4.791 -11.542 6.080  -0.692
O: -4.052 -10.746 5.148  -0.382
C: -4.756 -10.379 3.966  0.629
F: -5.887 -11.119 3.876  -0.269
F: -3.971 -10.771 2.925  -0.289
C: -5.017 -8.868 3.870  0.405
F: -5.689 -8.403 4.954  -0.277
F: -5.779 -8.570 2.785  -0.290
H: -7.625 -11.714 6.521  0.274
H: -4.019 -12.007 6.709  0.417
H: -5.287 -12.389 5.590  0.321
H: -4.078 -8.313 3.795  0.239
F: -2.329 2.453 2.378  -0.243
C: -1.920 2.245 1.106  0.136
F: -1.913 0.899 0.921  -0.248
C: -0.534 2.831 0.833  0.792
F: 0.424 2.204 1.565  -0.333
F: -0.222 2.578 -0.477  -0.344
C: -0.416 4.347 1.041  0.395
O: 0.093 4.777 2.309  -0.463
C: -0.863 4.832 3.364  0.793
F: -2.107 4.731 2.839  -0.254
F: -0.777 6.088 3.880  -0.297
C: -0.592 3.802 4.471  0.086
F: -0.539 2.537 3.981  -0.149
F: -1.580 3.815 5.404  -0.270
H: -2.667 2.670 0.428  0.221
H: 0.330 4.701 0.318  0.412
H: -1.334 4.882 0.768  -0.115
H: 0.358 4.007 4.972  0.232
F: 2.770 5.182 -4.286  -0.247
C: 1.774 4.995 -3.391  0.178
F: 1.160 6.198 -3.244  -0.261
C: 2.285 4.486 -2.043  0.953
F: 3.074 5.408 -1.430  -0.347
F: 1.203 4.320 -1.219  -0.493
C: 3.026 3.143 -2.093  -0.423
O: 4.455 3.208 -2.157  -0.451
C: 4.999 3.415 -3.458  0.696
F: 4.027 3.217 -4.380  -0.279
F: 5.902 2.414 -3.648  -0.264
C: 5.700 4.773 -3.604  0.283
F: 4.872 5.804 -3.297  -0.241
F: 6.113 4.976 -4.882  -0.281
H: 1.046 4.301 -3.823  0.226
H: 2.822 2.642 -1.137  0.425
H: 2.614 2.463 -2.849  0.048
H: 6.571 4.837 -2.946  0.262
F: -2.942 9.774 -1.839  -0.180
C: -4.159 10.343 -1.690  0.078
F: -3.971 11.684 -1.802  -0.284
C: -4.806 10.002 -0.348  0.865
F: -4.100 10.523 0.691  -0.270
F: -6.031 10.614 -0.304  -0.330
C: -5.039 8.506 -0.099  -0.678
O: -4.038 7.825 0.666  -0.342
C: -2.894 7.398 -0.068  0.551
F: -3.158 7.492 -1.393  -0.307
F: -2.759 6.069 0.191  -0.363
C: -1.610 8.134 0.343  0.462
F: -1.740 9.480 0.224  -0.236
F: -0.565 7.775 -0.449  -0.208
H: -4.793 10.026 -2.524  0.277
H: -5.944 8.433 0.518  0.417
H: -5.291 7.961 -1.016  0.306
H: -1.348 7.914 1.381  0.063
F: 2.576 -0.450 -5.319  -0.258
C: 2.298 0.846 -5.587  0.510
F: 1.380 1.240 -4.665  -0.277
C: 1.757 1.049 -7.002  0.903
F: 0.552 0.442 -7.167  -0.287
F: 1.522 2.389 -7.174  -0.311
C: 2.701 0.609 -8.129  -0.811
O: 2.483 -0.701 -8.665  -0.408
C: 3.069 -1.769 -7.926  0.756
F: 3.945 -1.258 -7.028  -0.261
F: 3.817 -2.474 -8.817  -0.298
C: 2.025 -2.696 -7.285  0.201
F: 1.168 -2.014 -6.483  -0.195
F: 2.618 -3.638 -6.506  -0.256
H: 3.206 1.435 -5.424  -0.045
H: 2.508 1.281 -8.975  0.446
H: 3.757 0.778 -7.884  0.355
H: 1.433 -3.205 -8.050  0.239
F: 9.670 2.245 -3.965  -0.221
C: 8.674 2.058 -3.069  0.155
F: 8.060 3.261 -2.923  -0.236
C: 9.185 1.549 -1.722  0.833
F: 9.974 2.471 -1.108  -0.287
F: 8.103 1.383 -0.897  -0.316
C: 9.926 0.206 -1.772  -0.740
O: 11.355 0.271 -1.836  -0.399
C: 11.899 0.477 -3.136  0.735
F: 10.927 0.280 -4.059  -0.269
F: 12.802 -0.523 -3.327  -0.295
C: 12.600 1.836 -3.282  0.209
F: 11.772 2.867 -2.975  -0.188
F: 13.013 2.039 -4.561  -0.255
H: 7.946 1.364 -3.501  0.264
H: 9.722 -0.295 -0.816  0.443
H: 9.514 -0.474 -2.527  0.328
H: 13.471 1.900 -2.624  0.238

- Lowest unoccupied orbital energy: -0.84 eV
- Frontier orbital gap: 8.2 eV
- E_HOMO: -0.3329 hartree
- Total charge: 0
- SMILES: C#CC[C@@H]1NC(=O)[C@](NCC)(OCC)[C@@]1(N=C=S)[PH2]=O.FC(F)C(F)(F)COC(F)(F)C(F)F.FC(F)C(F)(F)COC(F)(F)C(F)F.FC(F)C(F)(F)COC(F)(F)C(F)F.FC(F)C(F)(F)COC(F)(F)C(F)F.FC(F)C(F)(F)COC(F)(F)C(F)F.FC(F)C(F)(F)COC(F)(F)C(F)F


[4]
This record from the Open Molecules 2025 dataset describes C42H42HfO3P2 as an isolated structure. The level of theory is the ωB97M-V functional and the def2-TZVPD basis.

Last column: Mulliken charge in e.
Geometry (Å):
Hf: -0.166 0.353 -0.097  1.796
C: -1.742 0.846 -6.197  -0.207
C: -1.862 -0.477 -6.037  -0.310
C: -1.139 -1.497 -6.863  -0.846
C: 0.293 -1.128 -7.362  -1.335
C: 1.175 -0.290 -6.482  0.019
C: 1.244 1.045 -6.559  -0.831
C: 0.323 1.906 -7.352  -1.112
C: -1.136 1.427 -7.449  -1.088
C: 1.744 0.268 0.989  -1.602
H: -2.201 1.556 -5.498  0.470
H: -2.579 -0.887 -5.321  0.751
H: -1.700 -1.746 -7.786  0.458
H: -1.069 -2.443 -6.299  0.218
H: 0.823 -2.092 -7.489  0.465
H: 0.219 -0.716 -8.379  0.338
H: 1.916 -0.867 -5.916  0.954
H: 2.101 1.596 -6.169  0.907
H: 0.688 2.011 -8.390  0.333
H: 0.344 2.918 -6.921  0.385
H: -1.735 2.305 -7.740  0.507
H: -1.219 0.729 -8.290  0.336
H: 1.930 1.274 1.434  0.469
H: 2.693 -0.050 0.530  0.442
H: 1.565 -0.423 1.834  0.527
P: -1.626 -0.692 -1.874  0.958
P: 1.672 0.099 -1.856  0.964
C: -0.511 -0.885 -3.253  -0.203
C: 0.812 -0.603 -3.259  -0.782
C: -2.603 -2.214 -1.727  0.178
C: -2.803 -3.072 -2.819  -0.035
C: -3.615 -4.202 -2.673  -0.699
C: -4.133 -4.528 -1.412  -0.555
C: -3.843 -3.733 -0.292  -0.644
C: -3.103 -2.563 -0.456  -0.488
C: -2.773 0.695 -2.332  0.858
C: -2.253 1.995 -2.454  0.246
C: -3.126 3.073 -2.631  -0.842
C: -4.506 2.848 -2.726  -0.662
C: -5.021 1.546 -2.617  -0.712
C: -4.158 0.472 -2.394  -0.587
C: 3.159 -0.962 -1.724  0.166
C: 2.993 -2.287 -1.280  -0.428
C: 4.112 -3.049 -0.947  -0.658
C: 5.400 -2.517 -1.104  -0.539
C: 5.565 -1.223 -1.618  -0.669
C: 4.447 -0.444 -1.925  -0.325
C: 2.265 1.774 -2.292  0.642
C: 2.463 2.797 -1.351  -0.399
C: 2.866 4.060 -1.790  -0.710
C: 3.055 4.302 -3.161  -0.698
C: 2.879 3.269 -4.091  -0.498
C: 2.493 2.005 -3.654  -0.312
H: -0.998 -1.258 -4.150  -0.330
H: 1.434 -0.896 -4.104  0.828
H: -2.333 -2.858 -3.782  0.342
H: -3.834 -4.837 -3.537  0.453
H: -4.751 -5.425 -1.289  0.394
H: -4.189 -4.023 0.707  0.438
H: -2.894 -1.919 0.406  0.295
H: -1.167 2.177 -2.387  0.072
H: -2.726 4.087 -2.689  0.465
H: -5.185 3.690 -2.872  0.427
H: -6.100 1.373 -2.692  0.445
H: -4.550 -0.542 -2.256  0.434
H: 1.986 -2.697 -1.169  0.397
H: 3.978 -4.062 -0.559  0.412
H: 6.271 -3.109 -0.826  0.407
H: 6.568 -0.821 -1.770  0.422
H: 4.576 0.570 -2.300  0.413
H: 2.307 2.603 -0.284  0.208
H: 3.040 4.853 -1.061  0.439
H: 3.346 5.297 -3.497  0.426
H: 3.053 3.449 -5.155  0.497
H: 2.342 1.188 -4.352  0.403
O: -2.312 2.351 3.668  -0.634
C: -1.985 1.212 4.318  0.347
C: -2.172 1.186 5.697  -0.561
C: -1.960 0.012 6.410  -0.343
C: -1.562 -1.165 5.765  -0.767
C: -1.379 -1.182 4.387  -0.397
C: -1.546 0.017 3.664  -0.057
C: -1.232 0.100 2.280  1.590
O: -0.894 -0.916 1.517  -0.949
O: -1.142 1.262 1.639  -1.415
H: -1.980 2.266 2.741  0.508
H: -2.540 2.110 6.131  0.477
H: -2.146 -0.016 7.481  0.414
H: -1.406 -2.074 6.354  0.407
H: -1.114 -2.077 3.820  0.480

- Relative energy (zero: lowest compared OMol25 entry of this formula, charge and spin): 0.0 kcal per mole
- Lowest unoccupied orbital energy: -6.88 eV
- Frontier orbital gap: 6.5 eV
- E_HOMO: -0.4909 hartree
- Total charge: +2


Record-wise energy values, in Eh: -3186.2008, -6537.2689, -7999.6644, -2581.5209
Record-wise max |F| values, in eV Å⁻¹: 4.1, 1.2, 10.0, 5.6